Computed, not measured: a cluster of 7 separate species, H14O7 in total at a distorted geometry, with ωB97M-V with the def2-TZVPD basis set.

Each line ends with the Mulliken charge.
Geometry (Å):
O (1.530298, 0.975762, 0.592584)  -0.7856
H (1.369019, 1.745369, 0.026006)  0.3974
H (1.466077, 0.209882, 0.006799)  0.4404
O (-2.118292, -0.948790, -0.181579)  -0.7476
H (-3.059776, -1.092525, -0.305146)  0.2857
H (-1.996867, -0.311451, 0.604203)  0.4411
O (-0.284436, -2.554447, 1.357052)  -0.7338
H (-1.066078, -2.243308, 0.876094)  0.4466
H (-0.004767, -1.731319, 1.752778)  0.2930
O (0.633226, 3.206797, -1.176624)  -0.7223
H (1.316302, 3.326769, -1.826814)  0.3140
H (0.170328, 2.352392, -1.454328)  0.4194
O (-0.992562, 0.608223, 1.776244)  -0.6977
H (-0.067811, 0.785989, 1.413484)  0.4436
H (-0.826586, 0.031363, 2.474677)  0.3047
O (1.477663, -1.417422, -0.642668)  -0.7186
H (0.814955, -1.915150, -0.229054)  0.3646
H (2.280230, -1.674989, -0.259784)  0.2703
O (-0.189356, 0.579401, -1.752415)  -0.7476
H (0.563470, -0.075841, -1.740656)  0.3457
H (-1.015035, 0.143294, -1.310852)  0.3865

Cartesian forces (eV/Å) of the 2 atoms listed first:
-0.084 0.265 0.539
-0.026 0.286 0.050

Properties
Energy above the lowest of the compared OMol25 structures with the same formula, charge and spin in kcal per mole: 19.5
Total charge: 0
E_HOMO in eV: -11.16
E in a.u.: -535.09278
E_LUMO in eV: 0.3
SMILES string: O.O.O.O.O.O.O